1.
# C7H28O7

7 unconnected molecules or ions with the total composition C7H28O7 at a distorted geometry (the ωB97M-V functional and the def2-TZVPD basis, the OMol25 dataset).

SMILES string	CO.CO.CO.CO.CO.CO.CO
HOMO-LUMO gap	10.29	eV
E_HOMO	-9.88	eV
energy above the lowest of the compared OMol25 structures with the same formula, charge and spin	375.8	kJ/mol

Cartesian coordinates (Å):
O (-3.539, 1.094, 0.144)
C (-2.157, -1.065, 3.276)
C (-1.146, 3.430, 0.623)
H (-1.110, 2.843, 1.542)
H (0.099, -5.508, -2.827)
H (0.113, 2.372, -1.836)
C (2.049, 2.780, -1.881)
C (1.618, -4.278, -2.885)
O (1.040, -5.570, -3.012)
H (4.711, -2.250, 0.221)
H (1.244, -3.752, -2.007)
C (-4.631, 2.024, 0.258)
H (1.350, -3.639, -3.742)
O (4.909, -1.424, 2.091)
H (4.694, -0.608, 2.548)
H (-1.869, 4.251, 0.651)
H (-4.973, 1.917, 1.289)
H (-1.271, -0.138, -0.229)
O (0.880, 2.151, -2.376)
H (-5.422, 1.828, -0.467)
H (4.897, -0.493, 0.282)
H (0.616, 0.099, -0.863)
H (3.338, -1.228, 0.660)
C (4.419, -1.354, 0.765)
H (-0.625, -0.784, 4.449)
H (-1.718, -2.039, 3.053)
H (-2.267, -0.527, 2.335)
H (1.109, -1.259, 0.181)
H (2.071, 3.821, -2.222)
C (0.454, -0.957, -0.639)
H (-3.811, 0.269, 0.552)
H (-3.143, -1.298, 3.686)
H (2.940, 2.211, -2.127)
H (-0.202, 3.965, 0.497)
H (0.739, -1.533, -1.520)
H (1.969, 2.845, -0.786)
O (-1.319, 2.537, -0.465)
O (-0.912, -1.026, -0.226)
H (-4.311, 3.049, 0.086)
H (2.687, -4.407, -3.037)
H (-2.088, 1.964, -0.284)
O (-1.436, -0.316, 4.242)

---

2.
# C26H35MnN4OS2Si

A molecular structure, C26H35MnN4OS2Si (the ωB97M-V functional and the def2-TZVPD basis, the OMol25 dataset).

spin multiplicity	4
HOMO-LUMO gap (spin up / spin down)	7.78 / 7.87	eV
E_HOMO (spin up / spin down)	-9.80 / -9.94	eV
energy above the lowest of the compared OMol25 structures with the same formula, charge and spin	0.0	kJ/mol
net charge	+1
<S²>	3.78

Cartesian coordinates (Å):
C (2.846, -1.476, 1.646)
C (-2.450, 5.704, -0.271)
H (-5.541, -3.460, 1.043)
C (-1.750, 4.254, 1.502)
C (1.447, -3.313, 0.126)
H (-2.826, 6.661, -0.609)
H (2.987, 1.136, -7.204)
H (-3.598, -0.955, 3.897)
H (3.648, 1.979, -5.786)
C (-0.189, 1.911, 2.169)
C (3.871, -0.685, -3.945)
C (-2.693, -4.078, 3.836)
C (3.306, 1.011, -6.171)
C (-1.491, 3.260, 0.570)
Si (-3.666, -3.070, 2.608)
H (-2.858, 1.612, 2.094)
H (4.239, -0.726, -2.922)
N (1.306, 0.335, 0.996)
H (-5.673, -4.477, 2.479)
H (4.143, -3.100, 2.148)
H (1.741, -0.417, -5.773)
H (-2.413, 6.269, 1.803)
N (2.674, 0.172, -3.987)
H (5.266, 0.867, -4.484)
C (1.954, 0.389, -2.929)
N (-1.079, 1.915, 0.987)
C (1.726, -1.057, 0.938)
C (-1.703, 3.466, -0.792)
H (-2.162, -4.887, 3.332)
H (-2.364, 4.880, -2.250)
C (-1.613, -2.124, 0.527)
C (4.911, -0.092, -4.880)
H (-0.746, 2.075, 3.096)
H (-4.537, -4.904, 1.196)
H (2.119, 2.251, 0.590)
C (2.154, 0.493, -5.330)
C (-4.374, -1.531, 3.388)
S (-0.515, -1.576, -0.639)
C (-4.973, -4.070, 1.747)
H (-1.591, 4.077, 2.558)
H (0.881, -4.022, -0.464)
H (1.366, 1.237, -5.232)
H (3.401, -0.768, 2.247)
H (-0.140, -0.242, 2.391)
H (1.234, 0.600, 3.111)
C (-2.427, -2.497, 1.341)
H (5.757, -0.770, -4.972)
C (-2.221, 5.488, 1.080)
H (3.599, -1.692, -4.271)
C (2.576, -3.715, 0.818)
H (-5.136, -1.786, 4.126)
H (-3.346, -4.521, 4.590)
H (2.908, -4.743, 0.760)
H (-1.956, -3.458, 4.349)
C (1.013, -1.994, 0.193)
H (3.008, 1.346, 1.821)
H (-2.937, 1.149, 0.374)
H (3.131, 0.891, 0.104)
C (-2.318, 1.141, 1.268)
C (3.269, -2.795, 1.589)
C (-2.195, 4.705, -1.195)
O (4.376, 0.084, -6.176)
Mn (0.012, 1.030, -0.566)
H (-4.840, -0.890, 2.637)
C (0.552, 0.590, 2.254)
C (2.463, 1.256, 0.878)
S (-1.319, 2.197, -1.963)
N (1.326, 0.610, -1.981)
H (-2.083, 0.111, 1.522)
H (0.512, 2.740, 2.063)

---

3.
# C20H20ClN3O3

A single C20H20ClN3O3 molecule (the ωB97M-V functional and the def2-TZVPD basis, the OMol25 dataset).

SMILES string	Cc1ccc([C@@]2(C)NC(=O)N(CC(=O)NCc3cccc(Cl)c3)C2=O)cc1
HOMO-LUMO gap	9.83	eV
E_HOMO	-9.19	eV
energy above the lowest of the compared OMol25 structures with the same formula, charge and spin	0.0	kJ/mol

Cartesian coordinates (Å):
C (-3.092, -0.876, -1.013)
C (-6.861, -0.605, -0.801)
H (-5.744, 0.235, 1.531)
H (0.657, 3.101, -1.186)
C (4.459, 0.281, -0.173)
H (2.742, 0.027, 1.085)
N (2.988, 2.170, -0.544)
H (4.599, -3.584, -0.249)
C (4.570, -2.506, -0.227)
H (6.303, -2.254, -1.444)
H (-7.118, 0.250, -1.426)
C (-4.435, -0.939, -1.339)
H (6.197, 0.205, -1.418)
C (-0.935, -1.205, 1.868)
C (3.515, -0.469, 0.518)
C (0.687, 2.758, -0.148)
O (-1.329, 1.853, 1.710)
C (4.336, 1.782, -0.184)
H (0.133, -1.215, 2.072)
C (-2.694, -0.427, 0.238)
C (2.141, 2.706, 0.356)
H (0.109, 3.423, 0.497)
C (-5.411, -0.550, -0.431)
Cl (2.371, -2.774, 1.307)
N (-0.337, -0.677, -0.460)
H (2.592, 1.704, -1.355)
C (3.572, -1.849, 0.475)
H (-7.081, -1.509, -1.367)
H (-3.371, 0.364, 2.110)
H (-2.358, -1.174, -1.746)
H (-1.451, -0.793, 2.730)
C (-0.868, 1.117, 0.880)
O (1.216, 0.386, -1.774)
H (-0.214, -1.609, -0.817)
O (2.469, 3.115, 1.447)
C (-1.228, -0.352, 0.631)
C (0.409, 0.362, -0.872)
H (-7.491, -0.580, 0.084)
H (4.529, 2.197, 0.811)
C (-5.004, -0.085, 0.813)
C (-3.665, -0.023, 1.147)
N (0.074, 1.449, -0.058)
C (5.519, -1.754, -0.895)
H (-4.727, -1.295, -2.316)
H (5.044, 2.217, -0.895)
H (-1.274, -2.226, 1.705)
C (5.461, -0.371, -0.878)

---

4.
# C4H5NO2

A single C4H5NO2 molecule (the ωB97M-V functional and the def2-TZVPD basis, the OMol25 dataset).

SMILES string	NC#C[C@H](O)C=O
HOMO-LUMO gap	9.76	eV
E_HOMO	-9.18	eV
energy above the lowest of the compared OMol25 structures with the same formula, charge and spin	271.1	kJ/mol

Cartesian coordinates (Å):
H (0.846, -0.030, -1.886)
H (-1.573, -1.176, -1.256)
N (-0.572, 2.077, 1.784)
C (1.202, -1.521, -0.399)
H (-0.854, 1.705, 2.680)
C (0.262, -0.549, -1.118)
C (-0.393, 1.191, 0.789)
H (0.668, -2.330, 0.144)
O (-0.760, -1.293, -1.760)
O (2.402, -1.430, -0.406)
C (-0.211, 0.405, -0.114)
H (-1.017, 2.951, 1.543)